The following is a DFT calculation (wB97M-V/def2-TZVPD) of a molecular structure, C20H7Cl68NO5P2.

Geometry (Å):
Cl 4.563 2.704 3.611
Cl 7.092 -4.842 0.831
C 7.003 -3.977 -4.127
Cl 8.866 -0.939 -6.452
Cl -1.372 -2.179 2.454
Cl 5.872 8.846 -3.590
Cl 8.100 -3.994 -5.519
H -3.658 1.374 4.577
Cl 4.024 8.441 -1.416
Cl 3.666 -7.525 1.967
Cl 8.164 1.387 -4.923
Cl -6.541 0.851 6.724
C -4.848 -0.690 3.766
Cl 10.745 0.167 -4.562
Cl -9.810 -3.712 12.484
Cl 0.897 -7.025 1.336
C -6.112 4.771 -7.889
H -0.090 1.009 2.162
Cl 9.127 -6.551 -6.352
C 9.485 0.553 -5.741
Cl 0.148 6.854 -0.979
P -5.286 2.339 2.660
C -4.084 0.936 2.474
C 5.370 7.737 -2.313
Cl 5.400 -4.492 -4.654
Cl -4.535 4.314 -3.850
C 0.544 7.220 -2.663
Cl -11.848 -4.561 10.630
Cl -9.076 -4.571 9.831
P -1.472 1.195 3.805
Cl 1.820 1.818 3.817
H -6.509 1.780 2.297
Cl 0.182 8.915 -2.995
Cl -1.420 -4.905 1.569
Cl -11.632 3.431 8.083
Cl -8.064 -1.190 8.123
Cl 9.021 -9.224 -11.390
Cl -7.597 3.097 0.538
Cl 2.261 6.920 -2.937
C -10.972 1.824 8.399
C -3.241 0.756 3.775
H -3.505 1.116 1.573
Cl 6.533 3.936 -0.804
O -5.786 -1.011 4.432
Cl -2.866 4.773 -1.539
Cl 6.932 -1.970 0.683
C 5.998 2.365 -1.393
C -4.447 4.211 -2.086
Cl 7.610 -5.102 -2.911
Cl 8.455 -9.141 -7.438
Cl 4.864 6.206 -3.028
Cl 9.104 -8.203 -14.084
Cl -8.749 1.618 -1.648
C 9.784 -8.051 -7.023
C 2.539 -6.378 1.240
C -10.298 -3.730 10.788
C 3.505 1.296 3.641
C -9.002 2.954 -0.522
C 8.029 -3.345 0.823
O -4.945 3.517 1.827
Cl 2.612 -4.844 2.112
Cl -5.711 5.215 -1.380
Cl -11.816 0.632 7.407
Cl 9.144 -3.355 -0.547
Cl -9.205 4.456 -1.430
C -2.413 -3.474 1.860
Cl -0.417 6.191 -3.725
Cl 7.385 1.397 -1.891
O -3.550 -0.590 4.164
Cl -10.457 -2.071 10.207
Cl -3.181 -2.966 0.354
C -6.495 -0.392 7.997
H -0.730 3.289 4.169
Cl -9.254 1.795 8.006
Cl -6.325 6.273 -8.789
Cl 2.971 -6.115 -0.450
Cl 6.728 7.456 -1.214
Cl 3.653 0.400 2.124
Cl 10.702 -6.967 -12.030
H -5.298 2.638 4.038
Cl -11.191 1.427 10.107
Cl 10.826 -8.826 -5.826
Cl 8.942 -3.215 2.328
C 10.052 -8.499 -12.624
Cl 6.907 -2.345 -3.455
N -1.635 2.837 4.210
Cl 4.918 2.588 -2.776
O -1.050 1.075 2.222
O -4.873 -0.271 2.458
Cl -4.674 2.528 -1.593
Cl -4.702 4.914 -6.833
Cl -3.657 -3.846 3.059
Cl -5.868 3.436 -9.017
Cl 3.938 0.248 4.986
Cl -10.450 2.647 0.444
Cl -7.543 4.461 -6.905
Cl -5.265 -1.587 7.600
Cl 10.718 -7.689 -8.475
Cl 5.134 1.515 -0.102
Cl 11.384 -9.595 -12.998
Cl 10.158 1.582 -7.006
H -2.257 3.354 3.588
Cl -6.095 0.375 9.536

## Properties
HOMO-LUMO gap: 9.195 eV
HOMO: -9.43 eV


The following is a DFT calculation (wB97M-V/def2-TZVPD) of a molecular structure, C20H80BF8N2O28S4V.

Geometry (Å):
H 4.130 0.255 -2.518
H -2.860 -1.966 1.131
C -3.762 1.194 3.326
C -0.137 4.062 3.072
H 0.002 -4.292 3.940
H -5.465 1.948 2.729
H -0.647 -2.688 3.508
H -3.835 -2.311 -4.012
S 0.519 0.048 1.114
H -6.101 -1.581 -0.341
H 0.454 -3.621 1.132
H -2.898 0.555 -4.971
O 0.081 -5.241 -4.082
H -7.888 0.559 -4.328
H 3.516 -5.902 -0.842
C -3.413 -2.123 -4.999
O 0.085 -2.668 -4.623
H 1.741 -2.388 -6.856
H 1.197 -2.300 5.261
H 3.756 6.209 -3.653
O 3.537 2.644 -0.491
H 4.117 -3.977 -1.172
C -0.806 -3.764 3.433
C 3.077 5.283 5.077
H 2.523 0.621 -2.061
H 0.714 2.343 2.309
H -4.293 4.528 0.858
H 0.105 1.267 4.462
O 1.149 1.344 1.139
O -6.489 -2.453 -2.105
H -3.244 2.606 -0.623
H -4.802 -1.506 -1.525
C -1.734 2.086 -4.529
H 4.029 4.324 -1.804
H -4.981 2.823 -0.487
O -0.126 1.372 -1.359
V 1.868 -2.327 -1.066
H -5.771 -0.752 -4.221
F -1.108 -3.033 -0.486
F 5.538 -1.525 0.988
H 4.449 4.075 0.631
H -2.813 -2.895 -5.480
O -3.780 3.745 1.074
S -0.427 0.007 -0.932
H -0.908 1.031 7.088
H -1.798 0.348 5.719
C 3.698 5.143 -3.432
H -1.764 -3.973 3.908
O -0.864 -4.096 2.026
H -0.139 4.022 -1.538
H -6.083 0.627 -5.195
H 1.838 -0.750 -6.080
C -3.720 -1.933 1.800
H 4.167 5.282 5.102
H 2.875 -5.563 -2.440
H 2.062 -3.209 2.740
C -5.593 -2.141 -1.126
O 1.263 -0.808 -8.013
C -0.312 4.582 -0.619
H -1.620 -1.618 -4.701
H 1.979 -4.821 1.980
H 3.742 -0.483 4.108
H 2.766 3.836 1.109
H 3.441 1.258 5.365
H -0.719 4.169 2.157
F 1.612 -0.881 1.836
H 2.779 4.467 5.736
O -7.269 0.249 -3.663
H -1.285 5.058 -0.740
H -0.908 4.295 3.807
H 3.299 -1.803 -3.352
H -5.344 0.980 -3.656
H 3.068 -1.252 -7.149
C -6.038 0.303 -4.155
C -4.062 2.710 0.089
H -1.685 2.988 -3.919
H 3.276 -3.692 1.481
H -3.595 2.263 3.459
O -2.159 -3.330 -2.559
H -5.229 -3.064 -0.675
H 2.811 4.948 4.075
O 1.299 -3.294 0.815
C 2.818 -5.270 -1.391
F -0.194 -0.722 -2.372
H 2.993 -2.443 5.298
O -1.151 -5.253 -1.332
O -0.765 -0.199 1.833
F 1.954 -3.878 -3.815
C 1.993 -1.336 -6.986
H 2.705 4.726 -3.595
H 4.175 1.928 -0.505
H -4.458 -1.299 1.309
C 3.098 -0.026 -2.725
O -4.268 -3.181 1.891
O -2.985 1.500 -4.820
O 0.066 0.788 5.293
H 4.030 2.692 1.564
H 2.546 7.156 4.874
O 4.052 5.237 -2.100
O 2.033 -3.960 6.079
C 2.068 -2.557 5.863
H 0.565 4.886 2.950
H -3.595 -3.669 2.373
H 5.293 0.294 3.436
O 2.841 -1.419 -2.601
O -1.745 -0.417 -0.588
H -1.587 2.024 5.732
H 1.862 -5.569 -0.960
H 4.349 4.627 -4.138
O -5.099 1.096 2.979
O 0.737 5.518 -0.400
H 3.798 0.975 3.194
H 2.850 0.262 -3.746
F 4.694 0.294 -0.004
N 0.813 -0.733 -0.407
O 0.326 2.707 3.108
C 3.665 3.329 0.759
H -3.096 0.894 2.517
H 2.048 -1.874 6.712
F 5.254 -1.419 -1.246
H -0.353 3.825 0.164
C -1.073 1.106 6.014
H -1.104 1.337 -4.049
O 3.165 -3.909 -1.268
O -2.448 -1.150 -4.830
H 1.596 5.090 -0.419
H 1.552 0.078 -8.246
H -6.723 -1.552 -2.338
H -0.895 -5.052 1.946
H -4.273 1.781 0.619
B 4.811 -1.060 -0.058
H 2.562 -4.241 6.829
O 4.360 1.211 5.089
F 3.515 -1.592 0.080
N 0.463 -3.281 -2.127
S 0.393 -3.847 -3.756
H -3.516 0.701 4.266
H -1.253 2.362 -5.467
S -1.029 -3.931 -1.861
C 4.341 0.413 3.954
H -3.330 -1.437 2.689
H -4.186 -1.724 -5.656
O 2.410 6.500 5.563
C 2.245 -3.776 1.827

## Properties
HOMO-LUMO gap (alpha / beta): 5.561 / 6.622 eV
HOMO (alpha / beta): -9.39 / -9.39 eV
ΔE to the lowest compared entry with this formula, charge and spin: 0.000 eV
Expectation value of S²: 2.01
Spin multiplicity: 3


Record order is preserved below.
Total energy: -902677.27100 -173783.86080 eV